[1]
DFT (ωB97M-V/def2-TZVPD) results for a structure of composition C36H33Cl5N4NiOPS.

Its energy relative to the best compared isomer or geometry (same formula, charge and spin) is 0.0 kJ/mol. The molecular weight is 836.7 g/mol. The value obtained for the HOMO-LUMO gap (alpha / beta) is 5.685 / 6.428 eV. Its expectation value of S² is 2.153. The spin multiplicity is 3. The HOMO energy (alpha / beta) comes out at -3.742 / -4.201 eV. Its net charge is -1.

The geometry in XYZ format:
```
82
Properties=species:S:1:pos:R:3:forces:R:3:lowdin_charge:R:1
Ni -0.0406 -0.1098 0.0663 0.1 0.0 -0.3 0.140
Cl -1.1207 2.7200 -3.8695 0.0 -0.2 -0.2 0.702
Cl -0.2918 7.2109 -1.0014 0.0 0.1 0.0 0.636
Cl -1.1514 5.8202 -3.6503 0.0 0.1 -0.1 0.657
Cl 0.4685 5.4674 1.4686 0.0 0.0 0.1 0.674
Cl 0.5031 2.3164 1.2014 0.1 0.4 0.3 0.795
S -0.4856 -0.9559 2.0641 -0.6 0.2 -0.4 0.744
P 0.2988 -1.5005 -1.8684 -0.6 -0.6 -0.6 1.080
O -0.0999 1.3961 -1.4656 0.0 -1.2 0.1 -0.206
N 2.1690 -0.9874 1.7238 1.6 0.0 -0.3 -0.004
N 1.9222 -0.4124 0.5630 -1.6 -0.2 0.6 -0.104
N 1.3550 -1.4734 3.8473 -1.4 -0.2 -0.2 -0.012
N 2.5755 -1.8994 4.2720 1.0 0.6 0.4 -0.024
C -1.6783 -5.1158 -1.5933 -0.1 -0.1 -0.1 -0.090
C 4.1848 -1.0436 -0.0181 -0.2 0.0 0.1 -0.025
C -4.4237 -0.5535 0.2205 0.3 0.1 0.2 -0.085
C -0.2845 5.4915 -1.1190 0.0 0.0 0.0 -0.733
C 0.0760 4.7046 -0.0246 0.0 0.2 -0.1 -0.708
C -0.1927 2.6454 -1.3462 0.0 1.3 0.3 -0.496
C -3.2996 1.6815 0.5293 0.1 -0.3 0.2 -0.072
C 3.9811 -2.5135 -4.4423 0.0 0.0 0.0 -0.092
C -1.1391 -5.6335 -0.4291 -0.1 0.0 0.1 -0.088
C -0.6156 3.4888 -2.4112 0.0 -0.3 0.1 -0.603
C -0.2739 -3.1756 -1.4114 0.0 0.2 0.1 -0.357
C 1.7988 -1.9150 -2.8270 0.1 0.2 0.1 -0.330
C -1.2349 -3.9047 -2.0972 0.0 0.1 -0.1 -0.083
C 0.2492 -3.6968 -0.2306 0.1 0.2 0.0 -0.120
C 5.2453 -4.3762 3.9766 0.0 -0.1 0.0 -0.122
C -0.6482 4.8646 -2.3073 0.1 0.2 0.2 -0.717
C 3.2470 -1.3607 -4.6662 0.0 0.0 -0.1 -0.088
C 0.1167 3.3325 -0.1332 -0.1 -0.3 -0.3 -0.581
C 2.8980 -3.6955 2.6807 -0.2 0.1 0.0 -0.051
C 4.8305 -5.1039 2.8707 0.2 -0.3 -0.1 -0.135
C 3.6545 -4.7508 2.2259 0.2 -0.1 0.1 -0.105
C 2.1825 -1.0469 -3.8464 -0.1 -0.2 0.0 -0.116
C 2.5489 -3.0597 -2.5947 -0.2 0.1 0.1 -0.070
C 3.3139 -2.9401 3.7841 -0.1 -0.1 -0.1 -0.260
C -2.0065 -0.3366 -0.2500 -0.2 -0.4 -0.1 -0.234
C 3.0174 -0.2922 -0.2473 1.0 0.1 -0.4 -0.293
C -3.1335 0.1680 0.6414 0.1 0.0 0.0 -0.507
C 5.2813 -0.8758 -0.8305 0.2 0.1 -0.1 -0.101
C 3.6445 -3.3447 -3.3886 0.1 -0.1 -0.1 -0.081
C -0.7865 -1.0216 -3.2793 0.1 0.1 0.2 -0.231
C 4.5049 -3.3043 4.4285 -0.1 0.1 0.0 -0.050
C 4.1083 0.7748 -2.1158 0.3 0.0 0.0 -0.109
C 1.1839 -1.1596 2.5818 -0.1 0.1 0.5 -0.825
C -0.1685 -4.9191 0.2554 0.0 -0.2 0.1 -0.068
C 5.2608 0.0403 -1.8728 0.1 0.1 -0.1 -0.114
C 2.9965 0.6102 -1.3220 -0.2 -0.1 0.5 -0.056
H -0.4541 -1.4765 -4.2093 0.0 -0.1 0.0 0.053
H -1.6497 -3.5316 -3.0224 -0.1 0.1 0.0 0.095
H 2.7906 -1.5808 5.2092 -0.1 -0.3 -0.3 0.132
H -2.0913 -1.4286 -0.3493 0.1 0.2 0.0 0.050
H 4.8340 -2.7380 5.2877 0.1 0.1 0.1 0.099
H 6.1587 -4.6526 4.4885 0.0 0.0 0.0 0.093
H 0.2391 -5.3055 1.1787 0.1 0.0 0.1 0.105
H -2.4324 2.1847 0.9487 0.1 0.1 0.0 0.056
H -3.3977 1.9842 -0.5133 -0.1 0.0 -0.1 0.082
H 4.2010 -1.7522 0.7981 0.0 0.0 0.0 0.094
H -1.4906 -6.5816 -0.0477 0.0 -0.1 0.1 0.099
H 6.1428 0.1816 -2.4816 0.0 0.0 -0.1 0.090
H -4.3347 -1.6192 0.4177 0.0 -0.2 0.0 0.073
H 6.1734 -1.4610 -0.6488 0.0 0.0 0.0 0.097
H 5.4089 -5.9476 2.5248 0.1 0.0 -0.1 0.084
H -5.2765 -0.1702 0.7774 -0.1 0.0 0.0 0.070
H 4.0854 1.4890 -2.9280 0.0 0.0 -0.1 0.104
H -2.4607 -5.6540 -2.1098 0.0 -0.1 -0.1 0.098
H 1.6373 -0.1258 -3.9934 0.0 0.1 -0.1 0.110
H -2.1145 0.1260 -1.2371 0.2 0.0 0.1 0.060
H 2.2634 -3.7388 -1.8045 0.1 0.0 0.1 0.097
H -2.9430 -0.0917 1.6896 0.0 0.1 -0.1 0.080
H 1.9648 -3.4532 2.2043 -0.1 0.0 -0.1 0.070
H 3.3224 -5.3071 1.3595 -0.1 -0.1 0.0 0.095
H -4.1830 2.0066 1.0768 -0.1 0.1 0.0 0.073
H 4.8127 -2.7618 -5.0852 0.1 0.0 0.0 0.097
H 0.9823 -3.1140 0.3097 0.1 0.0 0.1 0.075
H -1.8148 -1.2978 -3.0719 -0.1 0.0 0.1 0.039
H 4.2255 -4.2329 -3.1874 0.1 -0.1 0.0 0.101
H 3.5019 -0.7021 -5.4832 0.1 0.1 0.0 0.103
H -4.6108 -0.4199 -0.8434 -0.1 0.1 -0.2 0.077
H 2.0983 1.1782 -1.5043 -0.1 0.1 0.0 0.085
H -0.7380 0.0611 -3.3683 0.0 0.0 0.0 -0.015
```
Forces are in eV/Å.

=====

[2]
DFT (ωB97M-V/def2-TZVPD) results for a structure of composition C36H33Cl5N6P2Se2Sn.

Its energy relative to the best compared isomer or geometry (same formula, charge and spin) is 0.0 kJ/mol. The molecular weight is 1065.5 g/mol. The value obtained for the HOMO-LUMO gap is 5.734 eV. The spin multiplicity is 1. The HOMO energy comes out at -11.587 eV. Its net charge is +2.

The geometry in XYZ format:
```
85
Properties=species:S:1:pos:R:3:forces:R:3:lowdin_charge:R:1
Sn -1.4209 1.2527 -2.3348 0.1 0.3 0.8 1.047
Se 4.7255 1.4488 1.5023 -0.3 -0.2 0.1 0.342
Se -2.3291 -0.5416 -0.7014 -0.2 -0.2 0.1 0.575
Cl 2.0317 -1.2221 -7.4118 0.0 0.0 0.0 0.778
Cl -2.2013 -1.3591 -4.0908 0.4 0.3 -0.2 0.690
Cl 1.3223 2.7428 -3.8521 -0.1 -0.2 0.1 0.759
Cl -0.5710 -2.5965 -6.4189 0.0 0.0 0.0 0.754
Cl 2.9643 1.4495 -6.1413 0.0 0.0 0.0 0.768
P 2.8664 0.6727 2.1050 1.0 0.6 -0.5 0.499
P -0.4697 -0.9705 0.3984 0.6 0.0 0.2 0.772
N -3.7308 1.4901 -2.6234 0.1 0.1 -0.3 -0.176
N -1.9424 2.9366 -1.0087 -0.4 0.6 -0.1 -0.038
N 1.8267 2.2839 0.1632 -0.4 -0.2 -0.2 0.033
N -1.9120 3.0654 -4.0685 0.1 -0.4 0.0 -0.015
N 0.9262 2.4238 -0.7668 0.1 -0.3 0.4 -0.055
N 0.1268 1.3520 -0.7760 0.5 0.3 -0.2 -0.236
C -0.5983 -0.3665 3.0804 -0.2 0.1 0.0 -0.083
C 0.9583 3.0933 4.7761 0.0 0.0 0.0 -0.068
C 1.0606 -3.5048 -2.3277 0.0 -0.1 0.0 -0.042
C 1.1569 -0.5453 -6.1196 0.1 0.0 0.0 -0.688
C 1.3348 2.4680 3.5951 0.0 0.0 0.1 -0.104
C 2.4914 -3.1162 3.6156 0.0 0.0 0.0 -0.067
C -0.8950 -1.2917 2.0864 -0.3 0.0 0.2 -0.370
C 1.5843 0.6511 -5.5370 0.1 0.0 0.0 -0.695
C 2.2404 1.4084 3.6212 -0.2 0.1 0.2 -0.380
C 1.6315 1.0923 0.7956 -0.1 0.0 0.3 -0.377
C 2.3012 -1.7561 3.4006 0.0 -0.1 -0.1 -0.102
C 0.5122 0.5065 0.2184 0.0 0.0 -0.3 -0.384
C -3.3154 3.4661 -1.1953 0.2 -0.1 0.1 -0.165
C -1.6839 -1.7705 4.6969 0.0 0.0 0.0 -0.031
C 0.3344 -2.3768 -0.3286 -0.1 -0.2 -0.3 -0.340
C 2.9366 -1.1156 2.3350 -0.4 -0.3 -0.1 -0.353
C 3.7360 -1.8592 1.4611 0.0 0.0 0.1 -0.101
C 1.4909 2.6707 5.9877 0.0 0.0 0.0 -0.063
C 2.7923 1.0060 4.8386 0.0 0.1 0.0 -0.086
C -0.9858 -0.6118 4.3906 0.0 0.0 -0.1 -0.044
C 3.3142 -3.8404 2.7638 0.0 -0.1 0.0 -0.074
C 0.4778 -2.4116 -1.7223 0.0 0.0 0.1 -0.089
C -0.0063 -1.1703 -5.6680 -0.1 -0.1 0.1 -0.708
C -2.0043 -2.6874 3.6976 0.0 0.0 0.0 -0.041
C 2.4133 1.6322 6.0163 0.0 0.0 0.0 -0.053
C 0.7720 -3.4413 0.4487 0.0 -0.1 0.0 -0.072
C -4.2432 2.2934 -1.4851 0.1 0.1 -0.1 -0.171
C -0.6968 -0.6041 -4.6033 -0.4 -0.1 0.2 -0.682
C 1.4798 -4.5836 -1.5482 0.0 0.0 -0.1 -0.032
C -1.6199 -2.4510 2.3903 0.1 -0.1 0.0 -0.085
C -3.3430 3.2068 -4.3895 0.1 0.1 0.1 -0.196
C -0.2540 0.5503 -3.9543 -0.3 -0.4 -0.6 -0.369
C 0.8674 1.1938 -4.4733 -0.1 0.2 0.2 -0.687
C 3.9221 -3.2146 1.6798 0.0 0.0 0.0 -0.071
C 1.3378 -4.5499 -0.1719 0.0 0.0 0.0 -0.045
C -4.1121 1.9552 -3.9867 0.1 0.0 0.1 -0.151
H -1.4347 2.5461 -4.8011 0.0 0.1 -0.1 0.072
H -3.6678 4.0038 -0.3171 0.1 -0.1 0.1 0.143
H -1.2267 3.6572 -1.1082 0.0 0.0 0.1 0.112
H -1.9893 -1.9626 5.7187 0.0 0.0 -0.1 0.122
H -3.5199 3.4120 -5.4441 0.0 -0.1 -0.1 0.138
H 3.5360 0.2190 4.8699 0.0 0.0 0.0 0.118
H 0.6830 -3.4146 1.5265 0.0 0.0 0.0 0.097
H 2.8493 1.3160 6.9560 0.0 0.0 0.0 0.116
H -2.5536 -3.5878 3.9428 0.0 0.0 0.0 0.120
H 1.6701 -5.3864 0.4304 0.0 0.1 0.0 0.121
H -1.8685 -3.1721 1.6184 0.0 0.1 0.0 0.120
H -1.4355 3.9623 -4.0328 -0.1 0.0 0.1 0.102
H 3.4855 -4.8958 2.9467 0.0 0.1 0.0 0.116
H -0.7382 0.1066 5.1634 0.0 0.0 0.0 0.120
H -3.2848 4.1827 -2.0070 0.0 0.0 0.0 0.102
H -5.1784 2.1779 -4.0469 -0.1 -0.1 0.1 0.139
H 0.1286 -1.5865 -2.3328 0.0 0.0 0.1 0.055
H 1.2016 3.1622 6.9102 0.0 0.0 -0.1 0.114
H 1.6775 -1.1948 4.0832 0.1 -0.1 0.0 0.084
H -0.0691 0.5443 2.8497 0.0 0.0 0.0 0.074
H -5.2602 2.6468 -1.6643 0.0 0.0 -0.1 0.145
H -4.0304 0.5255 -2.5165 -0.2 0.0 -0.1 0.067
H -1.8154 2.5329 -0.0836 0.0 0.0 0.1 0.102
H 1.1743 -3.5342 -3.4050 0.0 0.0 0.0 0.112
H -4.2713 1.6394 -0.6145 0.0 0.0 0.0 0.098
H -3.7168 4.0705 -3.8485 -0.1 0.0 -0.1 0.109
H 2.0201 -3.6001 4.4638 0.0 0.0 0.0 0.115
H 4.5662 -3.7813 1.0163 0.0 0.0 0.1 0.117
H 4.2576 -1.3614 0.6530 0.0 0.0 0.0 0.082
H -3.9086 1.1230 -4.6630 0.1 0.1 0.0 0.116
H 0.9408 2.8262 2.6506 0.0 0.0 0.0 0.096
H 1.9183 -5.4530 -2.0251 0.0 0.1 0.0 0.122
H 0.2599 3.9225 4.7521 0.1 -0.1 0.0 0.110
```
Forces are in eV/Å.

=====

[3]
DFT (ωB97M-V/def2-TZVPD) results for a structure of composition C36H33ClIN3S.

The molecular weight is 702.1 g/mol. The value obtained for the HOMO-LUMO gap is 7.380 eV. The spin multiplicity is 1. The HOMO energy comes out at -8.554 eV.

The geometry in XYZ format:
```
75
Properties=species:S:1:pos:R:3:forces:R:3:lowdin_charge:R:1
I 3.0759 12.1989 -3.5804 0.0 -1.1 -0.3 0.810
Cl 1.4238 10.9325 -6.3864 0.8 -1.2 1.1 0.561
S 3.7874 5.3633 -3.8911 0.0 0.3 -0.1 0.950
N 4.2161 6.7050 -2.9858 -2.5 0.2 -3.9 -0.221
N 2.8778 5.8906 -5.1880 1.3 2.9 2.7 -0.224
N 1.3372 7.9910 -6.9480 0.5 -0.5 0.6 0.055
C -3.7328 -2.2771 -5.5203 0.0 0.0 0.1 -0.095
C -4.4314 -1.1196 -5.1980 0.0 0.0 0.0 -0.096
C 5.9640 -1.6261 3.9183 -0.1 0.0 0.0 -0.097
C 0.1021 0.6946 -1.2785 0.0 0.0 0.0 -0.092
C -3.4899 -5.8550 5.4413 0.0 0.0 0.0 -0.098
C -2.3933 -2.0198 -3.5372 0.0 0.0 0.0 -0.098
C -2.2838 -2.8013 1.6740 0.0 0.0 0.0 -0.086
C -3.0859 -0.8572 -3.2197 0.0 0.0 0.0 -0.110
C 3.2427 -2.1864 3.8244 0.1 0.0 0.0 -0.093
C 1.4433 3.0713 -1.8062 0.0 0.0 0.0 -0.104
C 0.4443 -3.3310 1.7298 0.0 0.0 0.0 -0.100
C 1.6904 2.3810 -0.6252 0.0 0.0 0.0 -0.092
C -4.4427 -4.8490 5.5489 0.0 0.0 0.0 -0.100
C 3.9087 -1.7802 2.6740 0.0 0.0 0.0 -0.096
C 2.1093 8.2817 -5.8264 1.2 2.5 2.2 -0.262
C 3.9390 -2.3195 5.0198 0.0 0.0 0.0 -0.092
C -0.1420 1.3828 -2.4605 0.0 0.0 0.0 -0.091
C 1.0165 1.1951 -0.3587 0.0 0.0 0.0 -0.091
C -2.7154 -2.7290 -4.6880 0.0 0.0 0.0 -0.093
C 3.6096 7.7160 -3.7337 0.1 1.1 0.5 -0.334
C 0.5250 2.5735 -2.7232 0.0 0.0 0.0 -0.089
C -5.3848 -4.8907 6.5701 0.0 0.0 0.0 -0.097
C -4.4220 -6.9457 7.3737 0.0 0.0 0.0 -0.098
C 3.0087 10.1361 -4.1512 0.7 -2.9 0.6 -0.687
C -5.3771 -5.9416 7.4792 0.0 0.0 0.0 -0.098
C 2.2461 9.6872 -5.3723 0.3 -1.8 0.1 -0.561
C -1.6808 -3.2174 2.8550 0.0 0.0 0.0 -0.091
C 3.7117 9.1582 -3.3074 -2.1 0.6 -2.8 -0.077
C -3.4766 -6.9012 6.3559 0.0 0.0 0.0 -0.096
C 2.8333 7.2690 -4.9680 0.3 0.3 0.2 -0.262
C -1.5223 -2.6440 0.5224 0.1 0.0 0.0 -0.095
C 5.2695 -1.5017 2.7209 0.0 0.0 0.0 -0.096
C -0.1573 -2.9115 0.5497 -0.1 0.0 0.0 -0.094
C -4.1069 -0.4083 -4.0491 0.0 0.0 0.0 -0.093
C 5.2990 -2.0375 5.0675 0.0 0.0 0.0 -0.097
C -0.3160 -3.4794 2.8838 0.0 0.0 0.0 -0.096
H -2.7301 -7.6828 6.2749 0.0 0.0 0.0 0.100
H -1.9922 -2.3140 -0.3976 0.0 0.0 0.0 0.083
H -1.6003 -2.3736 -2.8872 0.0 0.0 0.0 0.091
H 3.3663 -1.6808 1.7401 0.0 0.0 0.0 0.094
H -6.1160 -5.9779 8.2716 0.0 0.0 0.0 0.100
H 0.4370 -2.7925 -0.3497 0.0 0.0 0.0 0.101
H -0.8541 0.9904 -3.1779 0.0 0.0 0.0 0.088
H -4.6495 0.4964 -3.7997 0.0 0.0 0.0 0.102
H -4.4518 -4.0315 4.8366 0.0 0.0 0.0 0.091
H 5.7892 -1.1864 1.8231 0.0 0.0 0.1 0.101
H 0.1549 -3.8004 3.8063 0.0 0.0 0.0 0.100
H 0.3302 3.1131 -3.6431 0.0 0.0 0.0 0.102
H -2.2746 -3.3379 3.7542 0.0 0.0 0.0 0.085
H 1.2042 0.6598 0.5654 0.0 0.0 0.0 0.098
H -6.1257 -4.1043 6.6564 0.0 0.0 0.0 0.100
H -4.4143 -7.7636 8.0851 0.0 0.0 0.0 0.100
H 1.7550 7.5663 -7.7603 -0.2 -0.1 0.3 0.098
H 1.9668 3.9986 -2.0123 -0.1 -0.1 0.0 0.060
H 7.0241 -1.4036 3.9558 0.0 0.0 0.0 0.100
H 3.4209 -2.6428 5.9157 0.0 0.0 0.0 0.101
H -2.1738 -3.6344 -4.9368 0.0 0.0 0.0 0.101
H 0.3779 8.2906 -7.0005 0.3 0.2 -0.1 0.084
H 2.4086 2.7682 0.0888 0.0 0.0 0.0 0.102
H -5.2294 -0.7709 -5.8437 0.0 0.0 0.0 0.101
H 4.2631 9.4805 -2.3885 -0.6 -0.5 -1.1 0.101
H -3.3486 -2.5986 1.6514 0.1 0.0 0.0 0.103
H 5.8413 -2.1382 6.0007 0.0 0.0 0.0 0.100
H -2.8306 -0.3010 -2.3243 0.0 0.0 0.0 0.092
H 2.1809 -2.3998 3.7887 0.1 0.0 0.0 0.075
H 1.5078 -3.5418 1.7501 -0.1 0.0 0.0 0.093
H -2.7559 -5.8231 4.6434 0.0 0.0 0.0 0.094
H -3.9818 -2.8280 -6.4199 0.0 0.0 0.1 0.101
H -0.4199 -0.2336 -1.0725 0.0 0.0 0.0 0.078
```
Forces are in eV/Å.